# 1
Computed, not measured: a gas-phase ion, C2H3N2O2 (charge +1) in a non-equilibrium geometry, with ωB97M-V/def2-TZVPD.

```
! wB97M-V def2-TZVPD RIJCOSX def2/J DEFGRID3
* xyz 1 1
O -0.66591 -2.80517 0.01927
N -0.87722 -1.68697 -0.18221
C 0.02865 -0.56610 -0.25589
C -0.93605 0.33897 0.44740
N -2.06207 -0.19603 0.46281
O -3.24868 -0.25561 0.50663
H 0.16420 -0.40987 -1.32360
H 1.04972 -0.67892 0.29245
H -0.84877 1.27846 0.81144
*
```

The molecular weight comes out at 87.058 g mol⁻¹. For the HOMO energy, the calculation gives -0.57361 hartree. The calculation puts the LUMO energy at -7.3465 eV. The largest force on an atom is 5.14 eV/A. Its SMILES is O=NCC=[N+]=O.

# 2
Computed, not measured: 2 unconnected molecules or ions with the total composition C2H3N2O2S in a non-equilibrium geometry, with ωB97M-V/def2-TZVPD.

```
! wB97M-V def2-TZVPD RIJCOSX def2/J DEFGRID3
* xyz -1 1
C -1.50684 -1.01882 -1.42987
C 0.18305 0.28462 -0.36947
N -2.42387 -1.57654 -1.86919
N -0.35114 1.06878 0.55618
O 2.63240 -0.26706 0.17843
O 0.88728 -0.68386 1.90144
S 1.35091 -0.95938 0.50017
H 0.45006 0.67925 -1.33837
H -0.96671 1.84751 0.38513
H -0.25513 0.62550 1.48555
*
```

The molecular weight comes out at 119.125 g mol⁻¹. For the HOMO energy, the calculation gives -0.17759 hartree. The calculation puts the LUMO energy at 3.8249 eV. The largest force on an atom is 1.27 eV/A.

# 3
Computed, not measured: 2 unconnected molecules or ions with the total composition C2H3N2O2S in a non-equilibrium geometry, with ωB97M-V/def2-TZVPD.

```
! wB97M-V def2-TZVPD RIJCOSX def2/J DEFGRID3
* xyz -1 1
C 2.25368 -0.01342 0.22495
C -1.48335 1.04035 -0.13595
N 1.38891 -0.64210 -0.30867
N 0.35411 -1.21745 -0.74666
O -0.43694 -1.70556 0.31683
O -2.27104 0.63304 0.69085
S 3.68920 0.65884 0.69124
H -0.34809 1.14616 0.03354
H -1.29830 -1.18634 0.37201
H -1.84817 1.28647 -1.13814
*
```

The molecular weight comes out at 119.125 g mol⁻¹. For the HOMO energy, the calculation gives -0.09247 hartree. The calculation puts the LUMO energy at 3.6588 eV. The largest force on an atom is 3.65 eV/A.

# 4
Computed, not measured: a gas-phase ion, C2H3N2O3 (charge -1) in a non-equilibrium geometry, with ωB97M-V/def2-TZVPD.

```
! wB97M-V def2-TZVPD RIJCOSX def2/J DEFGRID3
* xyz -1 1
O -1.87323 -0.58731 2.56365
N -0.90327 -0.39046 1.82084
N -1.15122 -0.28884 0.57411
C -0.28575 0.09483 -0.50159
C 1.06296 0.29852 -0.42289
O 1.86391 0.24903 0.55257
O 1.64766 0.47748 -1.73028
H -2.26810 -0.39308 0.31533
H -0.61453 0.33806 -1.45263
H 2.52156 0.20178 -1.71911
*
```

The molecular weight comes out at 103.057 g mol⁻¹. For the HOMO energy, the calculation gives -0.09768 hartree. The calculation puts the LUMO energy at 4.0959 eV. The largest force on an atom is 3.97 eV/A. Its SMILES is O=NN/C=C(\[O-])O.

# 5
Computed, not measured: 2 unconnected molecules or ions with the total composition C2H3N2O4 in a non-equilibrium geometry, with ωB97M-V/def2-TZVPD.

```
! wB97M-V def2-TZVPD RIJCOSX def2/J DEFGRID3
* xyz -1 1
C -0.49907 -1.20811 0.47187
C 0.21499 -0.59167 -0.47906
N -1.07052 1.73090 0.52989
N 1.52972 -0.17415 -0.26599
O -2.03362 1.80094 -0.22160
O 2.07248 0.52670 -1.12470
O -1.67422 -1.66887 0.32341
O 2.12885 -0.65885 0.78172
H -0.07583 -1.36455 1.42454
H -0.36774 -0.25549 -1.31899
H -0.22505 1.86316 -0.12111
*
```

The molecular weight comes out at 119.056 g mol⁻¹. For the HOMO energy, the calculation gives -0.15631 hartree. The calculation puts the LUMO energy at 3.1666 eV. The largest force on an atom is 4.63 eV/A.

# 6
Computed, not measured: a molecular structure, C2H3N2O4 in a non-equilibrium geometry, with ωB97M-V/def2-TZVPD.

```
! wB97M-V def2-TZVPD RIJCOSX def2/J DEFGRID3
* xyz -1 1
C 0.79760 -0.30786 -0.34860
C -0.12718 0.42170 0.98596
N -0.64645 1.46854 0.58602
N -0.08913 -1.41800 -0.68837
O -1.40330 2.30179 1.09078
O 0.22970 -2.56662 -0.42635
O 0.89840 0.61376 -1.25434
O -1.09871 -1.13547 -1.29882
H 1.74285 -0.51440 0.17457
H -0.04160 -0.23415 1.87041
H -0.26219 1.37071 -0.69128
*
```

The molecular weight comes out at 119.056 g mol⁻¹. For the HOMO energy, the calculation gives -0.15177 hartree. The calculation puts the LUMO energy at 4.1261 eV. The largest force on an atom is 5.19 eV/A.

# 7
Computed, not measured: C2H3N2OP in the gas phase in a non-equilibrium geometry, with ωB97M-V/def2-TZVPD.

```
! wB97M-V def2-TZVPD RIJCOSX def2/J DEFGRID3
* xyz 0 1
C 0.34139 -0.23450 -1.18576
C 0.41998 -0.43266 -2.38000
N 0.63133 -0.10137 0.07793
N -0.12150 0.19262 1.07156
O 0.64297 0.28535 2.24093
P -1.70836 0.46436 1.46003
H -2.11832 0.30616 0.12733
H 0.34992 -0.54481 -3.41728
H 1.56259 0.06483 2.00526
*
```

The molecular weight comes out at 102.033 g mol⁻¹. For the HOMO energy (alpha / beta), the calculation gives -0.29521 / -0.29529 hartree. The calculation puts the LUMO energy (alpha / beta) at -0.8135 / -0.8156 eV. The largest force on an atom is 2.01 eV/A.

# 8
Computed, not measured: a gas-phase ion, C2H3N2OS (charge -1) in a non-equilibrium geometry, with ωB97M-V/def2-TZVPD.

```
! wB97M-V def2-TZVPD RIJCOSX def2/J DEFGRID3
* xyz -1 1
O -2.22625 1.00749 0.34462
N -1.14002 1.07104 -0.28324
C -0.45653 -0.06872 -0.57171
C 0.40720 -0.42996 0.68716
N 1.66492 -0.40131 0.79817
S 2.65326 0.23557 -0.33756
H 0.30447 0.06983 -1.50975
H -0.95848 -1.02168 -0.67648
H -0.24856 -0.46226 1.54880
*
```

The molecular weight comes out at 103.126 g mol⁻¹. For the HOMO energy, the calculation gives -0.10003 hartree. The calculation puts the LUMO energy at 3.6862 eV. The largest force on an atom is 4.53 eV/A. Its SMILES is O=NC/C=N\[S-].